Entry 1:
Below is a single C5H8O molecule, with properties calculated with ωB97M-V/def2-TZVPD.

## Properties
HOMO level: -10.2 eV
net charge: 0
maximum force: 0.387 eV/Å
SMILES string: C#C[C@@H](C)CO
Kohn-Sham gap: 11.18 eV
E_LUMO: 1.0 eV

Last column: Mulliken charge in e.
Cartesian coordinates (Å):
1 C 2.4375 0.3426 -0.3133  0.141
2 C 1.2649 0.0768 -0.3449  -0.826
3 C -0.1757 -0.2380 -0.3318  0.532
4 C -0.4536 -1.5791 0.3623  -1.460
5 C -0.9589 0.9214 0.3017  -0.494
6 O -0.8737 2.1190 -0.4398  -0.504
7 H 3.4797 0.5837 -0.2679  0.440
8 H -0.5093 -0.3162 -1.3737  0.182
9 H -0.0268 -1.6175 1.3690  0.345
10 H -0.0162 -2.4003 -0.2132  0.371
11 H -1.5327 -1.7501 0.4490  0.371
12 H -2.0212 0.6528 0.3291  0.296
13 H -0.6099 1.0527 1.3397  0.279
14 H -0.0041 2.1521 -0.8662  0.327

Atoms 1-3, force components in eV/Å:
-0.112 0.042 0.019
0.136 -0.028 0.039
0.016 0.008 -0.106

Entry 2:
Below is a single C5H8O molecule, with properties calculated with ωB97M-V/def2-TZVPD.

## Properties
HOMO level: -9.1 eV
net charge: 0
maximum force: 0.295 eV/Å
SMILES string: C[C@@H]1C=CCO1
Kohn-Sham gap: 10.21 eV
E_LUMO: 1.1 eV

Last column: Mulliken charge in e.
Cartesian coordinates (Å):
1 C -0.8642 -0.0336 1.6451  -1.253
2 C -0.6953 -0.4413 0.1813  0.372
3 C 0.6806 -0.9663 -0.1436  -0.541
4 C 1.2798 -0.1577 -1.0069  -0.278
5 C 0.3552 0.9728 -1.3619  -0.412
6 O -0.8486 0.6964 -0.6663  -0.422
7 H -1.6770 0.6936 1.7207  0.329
8 H -1.1069 -0.8981 2.2724  0.350
9 H 0.0515 0.4308 2.0271  0.313
10 H -1.4772 -1.1689 -0.0851  0.268
11 H 1.1023 -1.8564 0.3130  0.398
12 H 2.2872 -0.2496 -1.3997  0.390
13 H 0.1508 1.0313 -2.4406  0.252
14 H 0.7611 1.9475 -1.0479  0.233

Atoms 1-3, force components in eV/Å:
0.022 0.004 0.029
-0.008 -0.199 0.172
0.058 0.089 -0.094

Entry 3:
Below is a single C5H8O molecule in a non-equilibrium geometry, with properties calculated with ωB97M-V/def2-TZVPD.

## Properties
HOMO level: -7.8 eV
net charge: 0
maximum force: 2.200 eV/Å
Kohn-Sham gap: 8.80 eV
E_LUMO: 1.0 eV

Last column: Mulliken charge in e.
Cartesian coordinates (Å):
1 O -2.3816 0.1768 0.2346  -0.529
2 C -1.1343 0.1283 -0.3955  -0.061
3 C 0.6406 1.4434 -0.2066  -0.909
4 C 1.5136 0.3922 0.2974  -0.049
5 C 1.0478 -0.8599 0.3633  -0.473
6 C -0.3430 -1.1329 -0.1133  -0.502
7 H -2.2671 -0.2196 1.1086  0.319
8 H -1.4082 0.6769 -1.2917  0.355
9 H 0.8626 2.4521 0.1733  0.326
10 H 0.4099 1.6026 -1.2559  0.224
11 H 2.5170 0.6406 0.6431  0.366
12 H 1.6344 -1.6943 0.7449  0.374
13 H -0.3286 -1.8166 -0.9746  0.254
14 H -0.7632 -1.7896 0.6724  0.304

Atoms 1-3, force components in eV/Å:
1.128 -0.109 0.762
-0.203 1.943 1.012
-1.882 -0.263 -0.196

Entry 4:
Below is a single C5H8O molecule in a non-equilibrium geometry, with properties calculated with ωB97M-V/def2-TZVPD.

## Properties
HOMO level: -9.4 eV
net charge: 0
maximum force: 1.502 eV/Å
SMILES string: CC1CC(=O)C1
Kohn-Sham gap: 10.36 eV
E_LUMO: 1.0 eV

Last column: Mulliken charge in e.
Cartesian coordinates (Å):
1 C 1.6652 0.3314 -0.3586  -1.296
2 C 0.3992 0.2871 0.4930  0.109
3 C -0.6731 -1.2465 0.6488  -0.701
4 C -1.3657 -0.4449 -0.3721  0.581
5 O -1.8261 -0.8693 -1.4025  -0.582
6 C -0.8318 0.9411 -0.1461  -0.652
7 H 1.4419 -0.0674 -1.3519  0.326
8 H 2.0786 1.3485 -0.5124  0.332
9 H 2.4426 -0.2734 0.1101  0.340
10 H 0.5686 0.5509 1.5378  0.380
11 H -1.0400 -1.2004 1.6808  0.294
12 H -0.7041 -2.3143 0.3032  0.298
13 H -1.4478 1.5562 0.5087  0.298
14 H -0.7174 1.3967 -1.1346  0.273

Atoms 1-3, force components in eV/Å:
-0.238 -0.445 0.112
-0.312 -1.105 0.321
0.457 0.740 -0.144

Entry 5:
Below is a single C5H8O molecule, with properties calculated with ωB97M-V/def2-TZVPD.

## Properties
HOMO level: -8.9 eV
net charge: 0
maximum force: 0.366 eV/Å
SMILES string: C=C=C(C)OC
Kohn-Sham gap: 9.92 eV
E_LUMO: 1.0 eV

Last column: Mulliken charge in e.
Cartesian coordinates (Å):
1 C 0.0821 -2.0657 -1.7378  -0.808
2 C 0.3374 -1.0990 -0.8923  0.074
3 C 0.3492 -0.2306 0.0973  0.677
4 C 1.4670 0.6469 0.6073  -1.156
5 O -0.8397 -0.1696 0.8073  -0.350
6 C -1.4996 1.0773 0.7673  -0.708
7 H 0.1786 -3.1147 -1.4626  0.234
8 H -0.2662 -1.8891 -2.7528  0.236
9 H 1.6021 0.5011 1.6862  0.317
10 H 2.4161 0.4385 0.1104  0.352
11 H 1.2582 1.7173 0.4792  0.295
12 H -2.5225 0.8882 1.0980  0.238
13 H -1.0348 1.8081 1.4427  0.264
14 H -1.5279 1.4913 -0.2502  0.335

Atoms 1-3, force components in eV/Å:
0.120 0.126 0.078
-0.143 -0.061 0.129
0.140 -0.146 -0.216

Entry 6:
Below is a single C5H8O molecule, with properties calculated with ωB97M-V/def2-TZVPD.

## Properties
HOMO level: -10.1 eV
net charge: 0
maximum force: 0.509 eV/Å
SMILES string: C#C[C@@H](C)CO
Kohn-Sham gap: 11.10 eV
E_LUMO: 1.0 eV

Last column: Mulliken charge in e.
Cartesian coordinates (Å):
1 C -0.3560 -1.7267 1.7089  0.202
2 C -0.4301 -0.8696 0.8639  -0.914
3 C -0.4474 0.1358 -0.2098  0.661
4 C -0.5857 1.5580 0.3424  -1.359
5 C 0.8322 -0.0147 -1.0506  -0.682
6 O 1.0016 -1.3164 -1.5522  -0.496
7 H -0.3099 -2.4703 2.4744  0.427
8 H -1.3000 -0.0879 -0.8644  0.158
9 H 0.2550 1.8009 1.0014  0.335
10 H -1.5109 1.6700 0.9150  0.368
11 H -0.5996 2.2820 -0.4799  0.356
12 H 0.7679 0.6496 -1.9186  0.327
13 H 1.6943 0.3028 -0.4407  0.301
14 H 0.9886 -1.9135 -0.7899  0.315

Atoms 1-3, force components in eV/Å:
-0.027 0.364 -0.299
0.036 -0.378 0.340
-0.042 -0.047 -0.007

Entry 7:
Below is 2 unconnected molecules or ions with the total composition C5H8O, with properties calculated with ωB97M-V/def2-TZVPD.

## Properties
HOMO level: -10.0 eV
net charge: 0
maximum force: 0.580 eV/Å
SMILES string: O=CC1=CC1.C
Kohn-Sham gap: 10.55 eV
E_LUMO: 0.6 eV

Last column: Mulliken charge in e.
Cartesian coordinates (Å):
1 O -2.1070 -0.4132 1.0421  -0.443
2 C -1.2047 -1.1791 0.8022  -0.080
3 C 0.2040 -0.8332 0.5966  0.031
4 C 1.3781 -0.5760 1.0760  -0.156
5 C 1.3641 -1.0175 -0.3496  -0.440
6 H -1.3794 -2.2699 0.7190  0.297
7 H 1.9599 -0.3590 1.9574  0.369
8 H 1.6931 -2.0253 -0.6144  0.230
9 H 1.5002 -0.2861 -1.1499  0.185
10 C -0.6692 1.8084 -0.8216  -0.857
11 H -0.2708 1.3571 -1.7352  0.210
12 H -1.6721 1.4239 -0.6261  0.205
13 H -0.6938 2.8949 -0.9234  0.311
14 H -0.0332 1.5416 0.0239  0.138

Atoms 1-3, force components in eV/Å:
0.466 -0.344 -0.033
-0.313 0.146 0.116
0.176 0.006 0.287

Entry 8:
Below is a single C5H8O molecule, with properties calculated with ωB97M-V/def2-TZVPD.

## Properties
HOMO level: -8.7 eV
net charge: 0
maximum force: 0.488 eV/Å
SMILES string: C/C=C\C=C/O
Kohn-Sham gap: 9.62 eV
E_LUMO: 1.0 eV

Last column: Mulliken charge in e.
Cartesian coordinates (Å):
1 C -1.4510 -0.8804 -0.4060  -1.054
2 C -1.1437 0.5979 -0.4471  -0.151
3 C 0.0661 1.1708 -0.4448  -0.391
4 C 1.3809 0.4772 -0.3384  -0.255
5 C 1.7306 -0.2964 0.6946  -0.264
6 O 0.9643 -0.5664 1.7798  -0.513
7 H -0.5336 -1.4680 -0.3099  0.313
8 H -2.1088 -1.1168 0.4440  0.287
9 H -1.9650 -1.1975 -1.3244  0.326
10 H -2.0276 1.2452 -0.4765  0.328
11 H 0.1345 2.2667 -0.4918  0.309
12 H 2.1198 0.6239 -1.1239  0.316
13 H 2.6895 -0.8070 0.7644  0.358
14 H 0.1440 -0.0491 1.6798  0.390

Atoms 1-3, force components in eV/Å:
0.249 0.110 0.023
-0.199 -0.014 0.115
0.255 0.155 0.175

Entry 9:
Below is a single C5H8O molecule, with properties calculated with ωB97M-V/def2-TZVPD.

## Properties
HOMO level: -9.8 eV
net charge: 0
maximum force: 0.446 eV/Å
SMILES string: O[C@H]1C[C@H]2C[C@H]21
Kohn-Sham gap: 10.77 eV
E_LUMO: 1.0 eV

Last column: Mulliken charge in e.
Cartesian coordinates (Å):
1 O -1.3146 1.8365 0.0287  -0.557
2 C -0.8061 0.6096 0.4817  0.318
3 C -1.0430 -0.6438 -0.3834  -0.850
4 C 0.3604 -1.1044 0.0359  -0.064
5 C 1.3859 -0.2632 -0.6335  -0.632
6 C 0.6824 0.3000 0.5773  -0.489
7 H -0.6054 2.4873 0.0486  0.337
8 H -1.1994 0.3952 1.4894  0.211
9 H -1.1315 -0.4121 -1.4547  0.272
10 H -1.8793 -1.2744 -0.0698  0.263
11 H 0.5877 -2.0667 0.4863  0.369
12 H 1.2707 0.0922 -1.6594  0.204
13 H 2.4064 -0.5534 -0.3791  0.257
14 H 1.2859 0.5973 1.4321  0.361

Atoms 1-3, force components in eV/Å:
0.175 0.298 -0.210
0.094 -0.370 0.232
-0.071 -0.058 -0.028

Entry 10:
Below is a single C5H8O molecule in a non-equilibrium geometry, with properties calculated with ωB97M-V/def2-TZVPD.

## Properties
HOMO level: -8.4 eV
net charge: 0
maximum force: 2.244 eV/Å
SMILES string: C=C/C(O)=C/C
Kohn-Sham gap: 9.22 eV
E_LUMO: 0.8 eV

Last column: Mulliken charge in e.
Cartesian coordinates (Å):
1 C -1.6364 1.6954 0.4571  -0.754
2 C -1.2537 0.8335 -0.4716  -0.235
3 C -0.0425 -0.0654 -0.3133  0.570
4 O 0.1546 -0.8735 -1.4236  -0.523
5 C 0.5729 -0.3601 0.8252  -0.234
6 C 1.9094 -1.0544 0.9371  -1.050
7 H -1.1199 1.8368 1.4023  0.200
8 H -2.4794 2.3610 0.3314  0.254
9 H -1.8784 0.4420 -1.2692  0.333
10 H 0.1877 -0.3670 -2.2454  0.323
11 H 0.0338 -0.0243 1.7061  0.252
12 H 1.9706 -2.0504 1.3699  0.290
13 H 2.3299 -1.1272 -0.0697  0.302
14 H 2.4916 -0.3962 1.5817  0.272

Atoms 1-3, force components in eV/Å:
-0.242 0.707 -0.029
0.937 -1.785 0.986
-1.679 -0.387 -0.422

Entry 11:
Below is 2 unconnected molecules or ions with the total composition C5H8O in a non-equilibrium geometry, with properties calculated with ωB97M-V/def2-TZVPD.

## Properties
HOMO level: -9.0 eV
net charge: 0
maximum force: 5.010 eV/Å
SMILES string: C=C=O.C=CC
Kohn-Sham gap: 9.76 eV
E_LUMO: 0.7 eV

Last column: Mulliken charge in e.
Cartesian coordinates (Å):
1 C 2.5208 -1.2316 -0.5609  -0.920
2 C 1.9411 -0.1366 -0.2449  0.606
3 O 1.7450 1.0026 -0.0005  -0.326
4 H 3.3994 -1.5826 -0.0998  0.310
5 H 2.0282 -1.9500 -1.2644  0.229
6 C -0.3655 -0.0570 1.2468  -0.555
7 C -0.8857 0.1248 0.0051  -0.028
8 C -2.2911 0.9092 -0.3523  -0.959
9 H 0.6704 -0.3112 1.1274  0.248
10 H -1.0311 -0.0257 2.1010  0.318
11 H -0.2807 -0.1351 -0.8366  0.214
12 H -3.1451 0.2682 -0.3570  0.316
13 H -1.9270 1.3734 -1.2266  0.312
14 H -2.3787 1.7516 0.4625  0.236

Atoms 1-3, force components in eV/Å:
-1.344 -3.076 -2.046
1.725 4.536 0.253
0.265 -1.770 -0.656

Entry 12:
Below is a molecular structure, C5H8O, with properties calculated with ωB97M-V/def2-TZVPD.

## Properties
HOMO level: -8.1 eV
net charge: 0
maximum force: 0.375 eV/Å
Kohn-Sham gap: 8.81 eV
E_LUMO: 0.7 eV

Last column: Mulliken charge in e.
Cartesian coordinates (Å):
1 C 1.4533 -0.4182 0.4500  -1.276
2 C 0.6379 0.5458 -0.3688  0.185
3 C -0.7158 0.2095 -1.0075  -0.330
4 C -1.6509 -0.4703 -0.0591  -0.306
5 O -1.3076 0.3252 1.0145  -0.335
6 C -0.5834 1.2008 0.1318  -0.169
7 H 0.8150 -1.0264 1.0963  0.299
8 H 2.1559 0.1216 1.0928  0.351
9 H 2.0247 -1.0927 -0.1941  0.288
10 H 1.2097 1.1920 -1.0339  0.417
11 H -0.9180 0.3705 -2.0597  0.349
12 H -0.7685 -1.9786 0.1858  -0.010
13 H -1.6662 -1.6987 0.1349  0.178
14 H -0.8253 2.2556 0.1871  0.360

Atoms 1-3, force components in eV/Å:
-0.016 -0.037 0.034
0.145 0.036 0.061
-0.131 -0.093 -0.311